Density functional theory data (ωB97M-V/def2-TZVPD) for an isolated molecule of C19H24FN3O4.

Geometry as XYZ:
```
51
Properties=species:S:1:pos:R:3:forces:R:3:mulliken_charge:R:1
C -1.19539 -4.65982 -0.86766 -0.4205 -0.0902 -0.2055 -0.700
H -1.31591 -4.67253 -1.95276 -0.0087 -0.0353 0.1046 0.308
H -2.06751 -4.17566 -0.42272 0.0591 -0.0699 -0.0375 0.300
H -1.08372 -5.67009 -0.48295 0.0002 0.0553 -0.0113 0.259
O -0.01031 -3.96640 -0.50992 0.4222 0.3435 0.0952 -0.405
C 0.08191 -2.69548 -0.95412 -0.1483 -0.1013 -0.0597 0.749
O -0.78690 -2.16645 -1.62796 0.0511 -0.1221 0.0634 -0.701
C 1.30035 -2.04997 -0.54183 0.1473 0.6073 -0.1197 -0.453
C 1.67566 -0.72784 -0.78488 -0.1330 -0.7926 0.1919 1.246
N 0.85718 0.11180 -1.50651 -0.2402 -0.3045 -0.3901 0.064
C 0.88914 1.46458 -1.67196 -0.3190 -0.0337 -0.2438 0.404
O 1.77035 2.18934 -1.27112 0.1912 0.1719 0.1614 -0.652
C -0.29768 1.99625 -2.46262 -0.1311 0.0845 0.0645 -0.742
C -1.64033 1.39385 -2.02410 0.1665 0.0402 0.0528 -1.301
N -1.66568 1.21716 -0.58950 -0.3464 0.0220 -0.1367 0.964
C -2.60378 0.21747 -0.12731 -0.1829 0.0108 0.1972 -1.136
H -3.65140 0.45376 -0.38783 0.0583 -0.0386 0.0067 0.201
C -2.46896 0.07623 1.38800 0.1059 -0.5864 -0.1498 0.166
C -1.07258 -0.42278 1.76864 -0.4320 0.2549 0.0546 -0.971
H -0.96912 -0.41114 2.85010 0.0345 -0.0439 0.1098 0.479
H -0.92796 -1.43733 1.40659 0.0558 -0.1643 -0.0424 0.109
H -0.31330 0.21908 1.33251 0.1482 0.0512 -0.0441 0.044
O -2.75013 1.29453 2.06293 0.1409 0.1551 0.1186 -0.432
C -2.81174 2.44610 1.24458 -0.0521 0.4158 -0.1828 0.521
C -2.69786 3.65782 2.16135 -0.0754 -0.4184 -0.2477 -1.626
H -1.72808 3.65797 2.65129 0.1236 0.0198 0.0529 0.386
H -3.47014 3.60871 2.92348 -0.0783 0.0472 0.0741 0.389
H -2.81327 4.57495 1.59042 -0.0200 0.1349 -0.0372 0.396
C -1.71071 2.45655 0.17862 0.0474 -0.0190 0.3176 -1.205
H -1.88627 3.31408 -0.48084 0.0089 0.0192 0.0229 0.565
H -0.73966 2.60091 0.66941 -0.0620 0.1854 0.0437 0.202
H -3.79357 2.47643 0.73755 0.1732 -0.0076 0.0653 0.259
H -3.21527 -0.64844 1.74780 0.1160 0.0960 -0.1411 0.403
H -2.34712 -0.73432 -0.59878 -0.0995 0.0186 0.0609 0.639
H -1.78157 0.41050 -2.48047 -0.0374 0.0085 -0.0223 0.547
H -2.45865 2.04293 -2.38653 0.0520 -0.1237 -0.0149 0.379
H -0.12971 1.78853 -3.52170 0.0219 0.0714 -0.0365 0.419
H -0.29567 3.07895 -2.33160 0.0778 -0.0689 -0.0119 0.380
H 0.01561 -0.37112 -1.81228 0.1330 0.1828 0.0425 0.090
C 2.95471 -0.54954 -0.17829 0.1373 -0.3312 0.1991 0.561
C 3.85256 0.51929 -0.08489 0.5348 0.1383 0.2215 -0.204
C 5.02754 0.29600 0.58746 -0.3139 0.0434 -0.2034 0.114
C 5.36549 -0.92803 1.17429 -0.0939 -0.0434 -0.0229 -0.624
C 4.49554 -1.98880 1.09301 0.1392 0.0612 0.0530 -0.946
C 3.29321 -1.79807 0.41560 -0.0549 0.4724 -0.1712 -0.847
N 2.28707 -2.67781 0.18786 -0.1057 -0.3378 0.0556 0.015
H 2.24320 -3.63754 0.48355 0.0143 0.0853 -0.0257 0.171
H 4.73377 -2.94239 1.53787 0.0564 -0.0909 0.0586 0.414
H 6.31121 -1.01725 1.68482 0.0923 -0.0088 0.0529 0.449
F 5.92198 1.30401 0.69607 0.0203 0.0124 0.0150 -0.357
H 3.62345 1.48101 -0.51268 0.0258 0.0230 0.0017 0.713
```
Positions in Å, forces in eV/Å.

Properties
Frontier orbital gap, eV: 7.8991
Net charge: 0
SMILES: COC(=O)c1[nH]c2ccc(F)cc2c1NC(=O)CCN1C[C@@H](C)O[C@@H](C)C1